Entry 1:
Formula: C23H45CrN4O5
Source: the Open Molecules 2025 dataset
Level of theory: wB97M-V/def2-TZVPD

Geometry as XYZ:
```
78
Properties=species:S:1:pos:R:3
Cr -0.03612 -1.02812 -0.67191
O -0.67900 -2.36114 -1.80424
O 1.38137 -2.22188 -0.12791
O 3.51427 -2.83398 -0.42692
O -2.01517 -4.15179 -1.94564
O -0.35615 2.03435 1.07268
N -1.53957 -1.76994 0.66268
N 1.66738 -0.03072 -1.50861
N -1.52300 0.24771 -1.30681
N 1.26802 -0.16041 1.64190
C -1.47176 -3.29884 -1.31013
C 2.54283 0.19168 0.95240
C 2.53847 -1.89861 2.96456
C -1.41290 -0.11659 -3.79145
C -1.85929 -0.55851 2.92523
C -2.77588 -0.52903 -1.13807
C 1.23732 -1.10369 2.85410
C -1.16343 4.22554 0.59450
C 1.09967 -0.23443 4.10211
C 1.64060 0.29337 -4.06091
C 2.29470 0.81275 -0.43337
C 0.10958 -2.15107 2.61920
C -1.31455 0.89624 -2.65371
C 0.58946 3.79342 2.37540
C 1.39918 0.90221 -2.67945
C 2.55152 -2.18756 -0.73014
C -1.64411 -3.18360 0.20818
C -2.38664 1.97074 -2.87415
C -2.79194 -1.03886 0.29887
C -0.32377 3.24033 1.33135
C 0.04479 1.63158 -2.55690
C 2.57339 -1.15101 -1.86027
C -1.33655 -1.78749 2.18323
H 3.07333 0.92664 1.55756
H 3.39694 -1.25263 3.14904
H -1.03214 0.32821 -4.70777
H -1.59076 1.03213 -0.64914
H 1.14131 -0.65653 -4.22461
H -1.89509 4.65298 1.28547
H 1.27462 0.99624 -4.80721
H 0.75054 0.71223 1.83647
H 2.03005 0.30734 4.28285
H 0.07610 4.54980 2.96923
H -1.94860 -2.62366 2.53481
H -0.86944 -1.03148 -3.58612
H -1.69576 3.76801 -0.23561
H -1.45994 0.38276 2.54408
H -2.45253 -0.38378 -3.98179
H -0.55118 5.05738 0.24223
H -3.37887 1.53560 -2.98599
H 1.66589 1.69278 -0.30827
H -0.82583 -3.76894 0.63022
H 3.27230 1.15094 -0.78969
H 0.93130 -0.87244 4.96829
H 3.59593 -0.83071 -2.06645
H -2.41734 2.68793 -2.04948
H 0.69650 -0.67596 0.95271
H 2.73076 -2.51711 2.08780
H 2.17868 -1.67754 -2.72740
H 2.70572 0.16240 -4.24444
H -3.66254 0.08619 -1.29635
H -2.87889 -0.16284 0.93504
H 0.51079 -2.87336 1.90940
H -2.58727 -3.64354 0.50609
H 2.13651 1.70876 -2.59894
H 0.99395 3.02237 3.02931
H 2.45559 -2.56887 3.81943
H 0.28750 0.48860 4.04710
H -2.94612 -0.50421 2.91674
H 0.05300 2.38718 -3.34308
H -2.80193 -1.33733 -1.86118
H -3.67002 -1.66776 0.46272
H 0.01611 -2.68608 3.56516
H -2.17742 2.52032 -3.79016
H 0.03526 2.18510 -1.61000
H 3.17150 -0.68817 0.87733
H 1.41762 4.30770 1.87815
H -1.57884 -0.66930 3.97069
```

As for the expectation value of S²: 0.7614. As for the LUMO energy (alpha / beta): -7.7132 / -7.1369 eV. The net charge is +2. The total energy is -2542.57830 Ha. As for the spin multiplicity: 2. For the frontier orbital gap (alpha / beta), the calculation gives 0.286 / 0.303 hartree.

Here are the Mulliken charges for atoms 1 to 2, given in e:
1. Cr -0.853
2. O 0.167

Entry 2:
Formula: C23H45NO
Source: the Open Molecules 2025 dataset
Level of theory: wB97M-V/def2-TZVPD

Geometry as XYZ:
```
70
Properties=species:S:1:pos:R:3
O -1.42725 1.30356 -0.91489
N -2.81607 3.96676 1.08777
C 0.10300 5.08191 -2.52930
C -0.87778 -1.60810 4.56679
C 2.05286 -2.47435 -2.15344
C -2.41602 1.59207 0.09159
C -0.62464 5.39934 -3.91307
C -2.38996 -2.93571 2.94510
C 1.61704 4.50564 0.06050
C -3.59075 -4.20630 4.79787
C 2.94099 -3.70001 -2.38928
C -0.63551 0.13131 -0.61320
C 2.67409 -1.13344 -2.54736
C 1.56758 5.62891 -2.35961
C -1.03125 -2.81773 3.64298
C 2.31583 5.34849 -1.03461
C 3.41770 -3.88979 -3.83042
C 2.27759 -4.11461 -4.81445
C 0.16296 3.92422 -0.08781
C -0.55647 4.24701 -1.41288
C -3.59961 -2.99153 3.87927
C -0.36859 3.04528 1.11986
C -1.94870 2.75234 1.14464
C -0.98975 -0.27800 3.83486
C 3.92544 -0.79653 -1.74729
H -0.12942 3.62930 2.09082
H -4.50853 -3.02286 3.26922
H 2.90628 -1.11684 -3.61633
H -0.81552 -0.33243 0.41101
H 1.93264 -0.34480 -2.38226
H 4.08283 -4.75988 -3.86243
H 1.69462 -4.99736 -4.53868
H 1.10916 -2.59703 -2.69653
H 0.21686 2.05508 1.21662
H -2.70319 0.64499 0.69316
H -1.61355 -1.64662 5.37548
H 0.00282 4.87220 -4.73069
H -1.61077 3.81811 -1.55106
H 1.78321 -2.44228 -1.09071
H -0.83864 -3.72792 4.22010
H 2.03594 6.21229 -3.21826
H -2.68268 4.50710 0.22545
H -0.84423 0.54806 4.53599
H 3.81602 -3.64655 -1.73330
H -2.63746 4.51858 1.93603
H 2.38690 -4.59300 -2.07731
H 4.01817 -3.03360 -4.15183
H -0.66903 6.50754 -4.18091
H -3.57759 -5.13284 4.21653
H 0.46951 0.43868 -0.76834
H 3.38725 5.71403 -0.83780
H -0.22852 -0.19663 3.05372
H -2.51947 -2.09613 2.25270
H -4.48894 -4.21283 5.42067
H 4.31029 0.18181 -2.04633
H -2.16467 2.28019 2.18094
H 2.67433 -4.27264 -5.82067
H -3.66397 -2.07846 4.47864
H 0.10638 -1.66145 5.04528
H -0.84736 -0.62970 -1.46009
H -2.72593 -4.20374 5.46452
H 2.20269 4.29556 1.02629
H -2.38097 -3.83750 2.32150
H -1.65437 4.89317 -3.94301
H 4.71948 -1.52828 -1.90996
H 3.70341 -0.75795 -0.67666
H -0.25048 -2.77967 2.87419
H 1.60472 -3.25519 -4.85650
H -1.97265 -0.15084 3.37451
H -3.41834 1.95758 -0.35733
```

As for the LUMO energy: 0.6864 eV. The net charge is 0. The total energy is -1033.16554 Ha. The SMILES is COC[C@H](N)Cc1cccc(C)c1.CCCCCC.CCCCCC. For the frontier orbital gap, the calculation gives 0.328 hartree.

Here are the natural (NBO) charges for atoms 1 to 2, given in e:
1. O -0.562
2. N -0.854

Entry 3:
Formula: C23H46As2CrN8O9S
Source: the Open Molecules 2025 dataset
Level of theory: wB97M-V/def2-TZVPD

Geometry as XYZ:
```
90
Properties=species:S:1:pos:R:3
As 1.20201 -0.61162 0.53937
As 1.52696 0.52970 4.27668
Cr -1.57030 -0.68406 -1.94405
S -2.25117 0.28978 0.15864
O -0.58993 -1.74256 4.01655
O -1.66277 1.04044 -3.18674
O 3.84727 2.86476 2.76177
O 3.64682 -0.01125 -0.67834
O 0.51766 3.14349 2.73905
O 0.12310 2.13074 0.78049
O 4.95718 1.33078 3.89828
O -0.92364 -2.47394 1.93386
O 5.02446 0.67083 0.94254
N -2.06217 2.86628 -0.67182
N -2.93463 2.50120 1.40303
N 0.48521 -0.56226 -2.61876
N -1.50187 -2.42069 -0.82127
N -1.56529 -2.09692 -3.54295
N -1.35848 2.20187 -5.11409
N -3.29578 2.44113 -3.91138
N -3.66600 -0.88477 -2.21356
C 6.12298 0.75730 -0.01338
C -2.42154 2.01331 0.29948
C -2.08893 1.87268 -4.04489
C 0.76257 -1.44497 -3.79634
C 1.72279 2.21927 5.21491
C -0.52843 -1.66249 -4.52767
C 0.31693 2.08341 1.97798
C 3.96610 1.72028 3.10580
C 0.23739 0.80227 2.80024
C 1.85213 -2.43915 0.87216
C 2.84912 0.75337 2.74112
C -0.69798 -3.41767 -1.59240
C -1.26573 -3.48058 -2.99933
C 0.72485 4.44103 2.11725
C -0.48147 -1.64296 2.71519
C 5.11018 -0.07066 4.25102
C -1.21498 -2.94783 4.56004
C -2.92110 -2.05884 -4.18432
C 0.10442 -0.37139 2.14987
C -3.97360 -2.04699 -3.11789
C 2.73593 0.25416 1.50324
C 3.85017 0.30807 0.47937
C -3.47346 1.70052 2.52085
H 2.23394 2.98683 4.64179
H -1.96847 3.84682 -0.44973
H 1.11977 -3.19914 0.60149
H -4.39003 1.19274 2.22639
H 0.50659 0.40533 -2.92402
H -3.00971 3.50249 1.48296
H 4.42416 -0.34173 5.04463
H 5.94418 1.57936 -0.69700
H -0.58446 -4.00924 -3.66438
H -1.09619 -2.29203 0.12443
H -3.95021 -0.03024 -2.68585
H 6.12422 -0.17802 4.60871
H 7.00761 0.94319 0.57920
H 2.12639 -2.57552 1.91746
H 6.21114 -0.17203 -0.56227
H -4.96166 -1.97415 -3.56129
H -0.40966 -2.39368 -5.32664
H -3.63577 3.13647 -4.55789
H -3.68828 2.37151 3.34488
H 0.33192 -3.07435 -1.58849
H 0.44538 4.41470 1.07175
H 4.95907 -0.71088 3.38695
H -3.95373 -2.95521 -2.52400
H -0.48121 -3.74643 4.58885
H 1.50483 -1.01822 -4.46309
H -4.22127 -0.93727 -1.37046
H -2.05900 -3.24417 3.95183
H -2.74471 0.96085 2.84186
H 1.23691 -0.63665 -1.94110
H -2.19084 -4.05422 -2.98609
H -1.41432 2.50684 -1.34530
H 1.16981 -2.38484 -3.43665
H 1.77564 4.68255 2.21436
H 2.74219 -2.56322 0.25541
H -1.52758 -2.68981 5.56195
H 2.27854 2.00362 6.12607
H -0.86790 -0.72928 -4.97014
H -3.77618 2.35230 -3.03442
H -1.66668 2.88221 -5.79076
H -3.06460 -2.89598 -4.86795
H -2.98918 -1.13905 -4.76685
H 0.72848 2.56551 5.49131
H 0.12156 5.15201 2.67077
H -0.44098 1.81854 -5.23508
H -0.71960 -4.40364 -1.13889
H -2.41704 -2.81996 -0.62433
```

As for the expectation value of S²: 0.7874. As for the LUMO energy (alpha / beta): -9.9682 / -9.2126 eV. The net charge is +3. The calculation puts the energy above the lowest of the compared OMol25 structures with the same formula, charge and spin at 67.9 kJ/mol. The total energy is -7932.56902 Ha. As for the spin multiplicity: 2. For the frontier orbital gap (alpha / beta), the calculation gives 0.194 / 0.223 hartree.

Here are the Mulliken charges for atoms 1 to 2, given in e:
1. As 1.377
2. As 0.239